This record from the OMol25 dataset describes a structure of composition C35H48BClN14O5Si2Y. The level of theory is ωB97M-V/def2-TZVPD.

Atoms and positions in Å:
1 Y -0.451 0.886 0.783
2 C 0.580 -2.342 -5.702
3 C 1.061 -2.966 -4.536
4 N 0.545 -2.420 -3.449
5 N -0.293 -1.460 -3.880
6 C -0.286 -1.386 -5.232
7 B -1.000 -0.516 -2.895
8 N -1.366 -1.336 -1.630
9 C -2.143 -2.425 -1.723
10 C -2.259 -3.002 -0.475
11 C -1.491 -2.186 0.348
12 N -0.949 -1.181 -0.346
13 N -0.084 0.722 -2.610
14 C 0.333 1.535 -3.596
15 C 1.181 2.486 -3.073
16 C 1.266 2.144 -1.727
17 N 0.522 1.076 -1.453
18 N -2.259 0.014 -3.630
19 C -2.711 1.275 -3.829
20 C -3.885 1.207 -4.537
21 C -4.090 -0.174 -4.715
22 N -3.114 -0.878 -4.176
23 H 0.809 -2.574 -6.728
24 H 1.755 -3.788 -4.447
25 H -0.924 -0.696 -5.759
26 H -2.558 -2.704 -2.676
27 H -2.809 -3.887 -0.208
28 H -1.284 -2.278 1.402
29 H 0.005 1.384 -4.610
30 H 1.678 3.286 -3.591
31 H 1.828 2.631 -0.948
32 H -2.163 2.132 -3.474
33 H -4.497 2.024 -4.879
34 H -4.900 -0.678 -5.219
35 C 4.071 0.982 0.013
36 Si 3.775 -0.755 -0.644
37 C 3.263 -0.803 -2.436
38 C 5.456 -1.590 -0.506
39 C 2.590 -1.645 0.519
40 C 2.469 -0.973 1.819
41 C 3.312 -1.424 2.845
42 C 3.357 -0.771 4.055
43 C 2.532 0.326 4.242
44 C 1.694 0.690 3.213
45 N 1.642 0.079 2.017
46 Si 2.239 -3.499 0.501
47 C 1.321 -4.067 -1.014
48 C 3.879 -4.429 0.504
49 C 1.298 -3.988 2.046
50 H 4.604 1.581 -0.730
51 H 4.697 0.926 0.909
52 H 3.167 1.510 0.299
53 H 3.908 -0.139 -3.019
54 H 2.229 -0.504 -2.587
55 H 3.363 -1.812 -2.841
56 H 6.193 -0.956 -1.008
57 H 5.487 -2.573 -0.976
58 H 5.768 -1.697 0.535
59 H 3.941 -2.283 2.656
60 H 4.021 -1.113 4.839
61 H 2.509 0.882 5.168
62 H 1.011 1.510 3.353
63 H 1.949 -4.000 -1.906
64 H 0.417 -3.499 -1.224
65 H 1.054 -5.117 -0.862
66 H 4.409 -4.316 -0.442
67 H 3.661 -5.494 0.632
68 H 4.555 -4.130 1.308
69 H 0.504 -3.286 2.298
70 H 1.943 -4.053 2.924
71 H 0.855 -4.975 1.884
72 Cl -0.641 2.668 5.004
73 C -1.171 3.773 3.698
74 C -0.161 3.869 2.554
75 O 0.287 4.978 2.275
76 O 0.066 2.801 1.890
77 H -1.307 4.751 4.145
78 H -2.110 3.377 3.313
79 C -1.798 -1.828 6.093
80 N -2.047 -0.993 4.925
81 C -3.187 -0.258 4.852
82 C -3.468 0.540 3.805
83 C -2.479 0.605 2.767
84 O -2.570 1.371 1.767
85 N -1.365 -0.150 2.832
86 C -1.102 -0.979 3.880
87 O -0.111 -1.688 3.946
88 H -2.620 -2.529 6.237
89 H -1.687 -1.209 6.984
90 H -0.880 -2.377 5.918
91 H -3.855 -0.357 5.698
92 H -4.373 1.122 3.745
93 C -3.717 5.753 -1.031
94 N -3.104 4.450 -0.956
95 C -3.837 3.209 -1.124
96 C -2.740 2.197 -0.847
97 O -2.832 0.990 -0.909
98 N -1.595 2.849 -0.484
99 C -1.858 4.153 -0.528
100 N -0.956 5.088 -0.223
101 H -4.394 5.783 -1.884
102 H -2.963 6.521 -1.190
103 H -4.284 5.991 -0.126
104 H -4.246 3.090 -2.128
105 H -4.638 3.095 -0.389
106 H -0.171 4.805 0.358
107 H -1.279 6.021 -0.031

As for the energy above the lowest of the compared OMol25 structures with the same formula, charge and spin: 17.1 kcal per mole. The spin multiplicity is 2. The HOMO energy (alpha / beta) is -8.07 / -8.51 eV. Its gap between HOMO and LUMO (alpha / beta) is 8.29 / 8.05 eV. As for the total charge: 0.

---

This record from the OMol25 dataset describes a cluster of 10 separate species, C36H102ClN9O4 in total at a distorted geometry. The level of theory is ωB97M-V/def2-TZVPD.

Atoms and positions in Å:
1 N -3.788 2.734 -2.965
2 H -4.104 3.084 -2.071
3 H -4.277 1.886 -3.212
4 H -2.781 2.693 -3.028
5 H -4.041 3.493 -3.581
6 N -3.938 -1.025 -1.178
7 H -4.524 -1.037 -0.356
8 H -3.259 -1.768 -1.087
9 H -3.306 -0.295 -0.879
10 H -4.349 -0.671 -2.030
11 N -1.296 1.139 3.152
12 H -2.296 1.099 3.014
13 H -1.140 1.856 3.846
14 H -0.875 1.262 2.242
15 H -1.165 0.240 3.593
16 Cl -0.654 0.547 -0.261
17 O -1.012 -0.487 0.577
18 O 0.366 0.088 -1.212
19 O -1.749 0.895 -1.027
20 O -0.100 1.602 0.530
21 C 3.317 -1.066 -3.558
22 C 3.583 -0.893 -5.034
23 N 2.954 -1.941 -5.901
24 C 1.463 -2.104 -5.714
25 C 0.736 -3.167 -6.608
26 C 3.222 -1.786 -7.440
27 C 4.702 -1.508 -7.798
28 H 2.324 -0.780 -3.211
29 H 3.930 -0.282 -3.114
30 H 3.622 -2.065 -3.247
31 H 3.334 0.104 -5.399
32 H 4.657 -0.928 -5.218
33 H 1.411 -2.496 -4.698
34 H 1.013 -1.112 -5.759
35 H 1.473 -3.868 -6.999
36 H 0.025 -3.754 -6.027
37 H 0.423 -2.584 -7.474
38 H 2.573 -1.131 -8.021
39 H 3.019 -2.809 -7.757
40 H 4.920 -1.729 -8.843
41 H 5.378 -2.088 -7.170
42 H 4.827 -0.439 -7.624
43 C -1.611 -2.440 -3.528
44 C -2.611 -3.445 -3.011
45 N -2.542 -3.501 -1.506
46 C -3.608 -4.487 -1.059
47 C -3.283 -5.949 -1.415
48 C -1.185 -3.779 -0.983
49 C -1.225 -3.951 0.472
50 H -1.482 -1.612 -2.832
51 H -1.836 -2.168 -4.560
52 H -0.594 -2.828 -3.582
53 H -3.592 -3.242 -3.440
54 H -2.295 -4.389 -3.456
55 H -4.605 -4.253 -1.432
56 H -3.698 -4.281 0.007
57 H -3.594 -6.119 -2.445
58 H -3.891 -6.612 -0.800
59 H -2.258 -6.318 -1.417
60 H -0.738 -4.652 -1.457
61 H -0.596 -2.898 -1.237
62 H -0.183 -4.041 0.778
63 H -1.682 -3.067 0.917
64 H -1.805 -4.785 0.866
65 C -2.970 -1.080 6.341
66 C -1.756 -1.826 5.844
67 N -1.500 -1.538 4.381
68 C -2.659 -1.958 3.476
69 C -3.067 -3.458 3.560
70 C -0.180 -2.173 3.928
71 C 0.986 -1.682 4.754
72 H -2.951 -1.064 7.430
73 H -3.923 -1.479 5.994
74 H -3.018 -0.023 6.078
75 H -0.960 -1.550 6.536
76 H -1.934 -2.900 5.896
77 H -3.460 -1.282 3.772
78 H -2.398 -1.637 2.468
79 H -3.573 -3.687 2.622
80 H -2.241 -4.169 3.522
81 H -3.676 -3.810 4.393
82 H -0.099 -1.774 2.917
83 H -0.327 -3.223 3.677
84 H 0.947 -2.014 5.792
85 H 0.802 -0.608 4.727
86 H 1.936 -1.908 4.270
87 C 0.959 5.059 5.510
88 C 0.698 3.704 4.749
89 N -0.732 3.364 4.522
90 C -1.475 3.012 5.736
91 C -1.010 1.810 6.650
92 C -1.471 4.409 3.757
93 C -0.899 4.680 2.355
94 H 2.036 5.080 5.680
95 H 0.354 5.243 6.397
96 H 0.910 5.933 4.860
97 H 1.299 3.661 3.840
98 H 1.144 2.862 5.277
99 H -1.476 3.859 6.422
100 H -2.511 2.956 5.402
101 H -0.820 0.913 6.061
102 H -0.048 2.088 7.080
103 H -1.839 1.693 7.349
104 H -1.537 5.320 4.353
105 H -2.533 4.221 3.600
106 H 0.074 5.167 2.418
107 H -1.519 5.407 1.832
108 H -0.738 3.782 1.758
109 C 3.821 1.045 3.527
110 C 3.508 0.210 2.233
111 N 4.035 -1.177 2.218
112 C 3.453 -2.176 1.297
113 C 3.324 -1.666 -0.142
114 C 5.498 -1.181 2.257
115 C 6.052 -2.523 2.780
116 H 3.164 1.887 3.748
117 H 4.817 1.486 3.471
118 H 3.936 0.389 4.390
119 H 2.425 0.087 2.229
120 H 3.805 0.723 1.318
121 H 3.866 -3.184 1.328
122 H 2.497 -2.385 1.778
123 H 2.705 -2.290 -0.786
124 H 2.853 -0.686 -0.219
125 H 4.294 -1.751 -0.630
126 H 5.852 -0.254 2.709
127 H 5.816 -1.109 1.217
128 H 7.069 -2.224 3.037
129 H 6.025 -3.321 2.039
130 H 5.610 -2.858 3.718
131 C 0.125 5.527 -4.808
132 C -1.129 4.759 -4.556
133 N -0.850 3.925 -3.350
134 C 0.098 2.788 -3.590
135 C -0.598 1.721 -4.412
136 C -0.530 4.748 -2.133
137 C -1.611 5.836 -1.742
138 H 1.024 4.919 -4.916
139 H 0.187 6.307 -4.050
140 H 0.052 6.029 -5.773
141 H -1.875 5.517 -4.318
142 H -1.620 4.180 -5.338
143 H 0.529 2.482 -2.637
144 H 1.052 2.991 -4.077
145 H -1.518 1.313 -3.994
146 H 0.104 0.887 -4.379
147 H -0.744 2.092 -5.427
148 H -0.500 4.150 -1.223
149 H 0.536 4.974 -2.158
150 H -1.557 6.759 -2.319
151 H -2.597 5.409 -1.928
152 H -1.549 6.173 -0.707

The spin multiplicity is 2. The HOMO energy (alpha / beta) is -12.97 / -12.97 eV. Its gap between HOMO and LUMO (alpha / beta) is 5.35 / 3.17 eV. As for the total charge: +3.

---

This record from the OMol25 dataset describes a cluster of 5 separate species, C27H52BCl8I2N2O9P in total at a distorted geometry. The level of theory is ωB97M-V/def2-TZVPD.

Atoms and positions in Å:
1 C 4.921 0.306 0.867
2 C 5.991 -0.299 -0.228
3 O 5.790 0.161 -1.610
4 C 4.916 -0.788 -2.371
5 O 5.344 -1.996 -2.781
6 C 3.357 -0.229 -2.606
7 C 2.457 -1.297 -3.524
8 C 0.838 -1.116 -3.374
9 C 0.151 -1.441 -1.946
10 B 1.071 -2.528 -1.143
11 C 2.050 -2.324 0.145
12 O 1.072 -3.921 -1.725
13 O -0.989 -2.352 -2.329
14 C -1.718 -2.515 -1.027
15 O -2.199 -3.736 -0.862
16 C -1.701 -1.161 -0.046
17 C -1.131 -1.458 1.459
18 N -0.749 -2.935 1.707
19 C 0.064 -2.942 3.017
20 C -3.264 -0.773 0.153
21 I -3.647 1.010 1.442
22 C -4.188 -1.960 0.880
23 C -5.473 -2.433 -0.019
24 I -5.049 -1.191 2.790
25 C -0.751 -0.294 -1.123
26 C 0.357 0.743 -0.505
27 C -0.210 2.112 0.166
28 O 0.572 3.255 -0.412
29 C 0.002 2.183 1.824
30 N 1.449 2.093 2.249
31 P -1.642 0.833 -2.409
32 O -2.127 0.045 -3.727
33 O -0.576 2.105 -3.054
34 O -3.035 1.689 -1.855
35 H 4.511 1.388 0.576
36 H 3.976 -0.379 1.048
37 H 5.410 0.446 1.947
38 H 7.059 0.121 0.102
39 H 6.060 -1.464 -0.099
40 H 2.924 -0.117 -1.503
41 H 3.345 0.855 -3.073
42 H 2.692 -0.936 -4.642
43 H 2.861 -2.393 -3.493
44 H 0.368 -1.891 -4.154
45 H 0.617 -0.061 -3.849
46 H 3.090 -1.890 -0.249
47 H 1.613 -1.723 1.045
48 H 2.331 -3.400 0.581
49 H 0.498 -4.492 -1.111
50 H -1.920 -1.270 2.336
51 H -0.204 -0.770 1.765
52 H -1.598 -3.497 1.934
53 H -0.143 -1.956 3.643
54 H -0.146 -3.925 3.657
55 H 1.236 -2.959 2.800
56 H -3.746 -0.643 -0.927
57 H -3.561 -2.899 1.198
58 H -5.680 -1.688 -0.898
59 H -6.446 -2.410 0.670
60 H -5.373 -3.542 -0.395
61 H 1.112 1.075 -1.369
62 H 1.067 0.256 0.323
63 H -1.329 2.372 -0.013
64 H -0.046 3.716 -1.053
65 H -0.627 1.315 2.331
66 H -0.508 3.211 2.147
67 H 1.534 2.796 3.044
68 H 2.116 2.441 1.526
69 H -1.096 2.985 -3.053
70 H -3.266 2.456 -2.477
71 Cl -1.880 5.239 -4.049
72 C -1.290 5.479 -5.712
73 C -0.081 4.612 -6.025
74 Cl 1.365 5.121 -5.117
75 H -1.067 6.543 -5.843
76 H -2.116 5.220 -6.381
77 H 0.169 4.690 -7.087
78 H -0.271 3.558 -5.797
79 Cl 0.463 0.436 5.916
80 C 0.240 -0.477 7.430
81 C 0.919 -1.836 7.386
82 Cl 0.126 -2.949 6.244
83 H -0.835 -0.569 7.615
84 H 0.672 0.130 8.231
85 H 0.871 -2.307 8.373
86 H 1.973 -1.751 7.101
87 Cl 5.515 2.966 6.076
88 C 6.650 2.902 4.704
89 C 6.084 3.566 3.459
90 Cl 4.724 2.647 2.766
91 H 6.904 1.853 4.522
92 H 7.559 3.422 5.022
93 H 6.855 3.622 2.685
94 H 5.737 4.583 3.667
95 Cl -9.079 -1.465 -0.890
96 C -9.131 -1.232 -2.655
97 C -8.527 -2.406 -3.408
98 Cl -6.765 -2.522 -3.173
99 H -8.615 -0.295 -2.889
100 H -10.184 -1.117 -2.928
101 H -8.695 -2.285 -4.483
102 H -8.974 -3.356 -3.099

The spin multiplicity is 1. The HOMO energy is -7.49 eV. Its gap between HOMO and LUMO is 6.94 eV. As for the total charge: 0.

---

This record from the OMol25 dataset describes the ion C2H6N2O4P with charge -1 at a distorted geometry. The level of theory is ωB97M-V/def2-TZVPD.

Atoms and positions in Å:
1 N -0.772 1.334 0.422
2 C -0.898 0.109 -0.138
3 C 0.568 -0.500 -1.078
4 P 1.928 0.095 0.015
5 O 1.795 1.570 -0.016
6 O 3.198 -0.652 -0.270
7 O 1.452 -0.553 1.483
8 N -1.892 -0.698 -0.137
9 O -3.226 -0.244 0.369
10 H 0.127 1.776 0.130
11 H -1.528 1.682 1.057
12 H 0.633 -1.545 -1.414
13 H 0.609 0.123 -1.879
14 H 1.638 -1.393 1.218
15 H -3.632 -1.104 0.238

As for the energy above the lowest of the compared OMol25 structures with the same formula, charge and spin: 0.0 kcal per mole. The spin multiplicity is 1. The HOMO energy is -4.88 eV. Its gap between HOMO and LUMO is 8.57 eV. As for the total charge: -1. The SMILES is N/C(C[P@](=O)([O-])O)=N\O.